Below is a 13-piece molecular cluster, C54H105F2N10O16S2 overall in a non-equilibrium geometry, with properties calculated with the ωB97M-V functional and the def2-TZVPD basis.

Each line ends with the Löwdin charge.
Geometry (Å):
C (1.2880, 2.3225, 2.1460)  -0.056
C (-0.1450, 1.8590, 1.9499)  -0.150
N (-0.3805, 1.4925, 0.5708)  -0.022
C (0.3087, 0.5173, -0.1018)  -0.044
C (-0.1802, 0.4565, -1.3439)  -0.046
N (-1.2856, 1.2760, -1.4058)  -0.035
C (-1.3928, 1.8877, -0.1998)  0.006
C (-2.1839, 1.2892, -2.5740)  0.027
H (2.0469, 1.7132, 1.6462)  0.045
H (1.5310, 2.3962, 3.2037)  0.059
H (1.4225, 3.3063, 1.6923)  0.042
H (-0.8969, 2.5957, 2.2430)  0.137
H (-0.3484, 0.9536, 2.5313)  0.097
H (1.2181, 0.1049, 0.2986)  0.101
H (0.2461, -0.0761, -2.1835)  0.098
H (-2.2098, 2.5144, 0.1607)  0.149
H (-1.7334, 1.8780, -3.3737)  0.079
H (-3.0899, 1.8659, -2.3878)  0.113
H (-2.3074, 0.2562, -2.8855)  0.068
C (2.6700, -1.0306, 2.9355)  -0.035
C (4.1063, -0.7288, 3.2768)  -0.166
N (4.3102, 0.6340, 3.7808)  -0.014
C (4.6213, 1.7210, 2.9864)  0.006
C (4.7636, 2.7350, 3.8635)  -0.032
N (4.6183, 2.2831, 5.1498)  -0.069
C (4.2665, 0.9776, 5.0621)  0.013
C (4.6389, 3.1063, 6.3559)  0.014
H (2.3507, -0.3671, 2.1278)  0.050
H (1.9280, -0.8153, 3.7062)  0.092
H (2.5807, -2.0517, 2.5621)  0.065
H (4.7082, -0.8585, 2.3855)  0.084
H (4.5157, -1.4397, 3.9973)  0.126
H (4.6384, 1.6761, 1.9086)  0.109
H (4.8532, 3.7904, 3.6613)  0.136
H (3.9827, 0.3620, 5.9001)  0.166
H (3.7554, 3.7386, 6.4213)  0.091
H (5.5199, 3.7420, 6.3346)  0.097
H (4.6156, 2.4257, 7.2020)  0.103
C (5.2621, -3.7840, 2.1212)  -0.050
C (5.2986, -2.9134, 0.8364)  -0.154
N (4.3278, -3.4758, -0.0805)  -0.026
C (4.4494, -4.6911, -0.7067)  -0.018
C (3.3551, -4.8569, -1.4768)  -0.015
N (2.5696, -3.7504, -1.3202)  -0.051
C (3.1590, -2.9223, -0.4560)  0.009
C (1.3395, -3.4447, -2.0126)  0.007
H (4.2955, -3.5347, 2.5558)  0.068
H (6.0703, -3.4700, 2.7887)  0.076
H (5.4435, -4.8519, 2.0249)  0.072
H (6.2782, -2.8516, 0.3642)  0.131
H (5.0231, -1.8972, 1.0827)  0.072
H (5.3688, -5.2372, -0.5913)  0.132
H (3.0890, -5.6289, -2.1760)  0.129
H (2.8380, -1.9435, -0.1268)  0.148
H (0.4959, -3.1224, -1.4045)  0.076
H (1.0449, -4.2939, -2.6297)  0.096
H (1.4704, -2.6502, -2.7556)  0.089
C (-2.6997, -3.2596, -2.5052)  -0.074
C (-4.0268, -3.9922, -2.5568)  -0.270
C (-4.4659, -4.2668, -4.0035)  -0.080
N (-5.9119, -4.6900, -4.1149)  -0.261
C (-6.8787, -3.5800, -3.8166)  0.047
C (-6.1746, -5.1795, -5.5353)  -0.102
C (-7.3790, -6.1183, -5.4566)  -0.139
C (-7.2745, -6.6856, -4.0403)  -0.138
C (-6.1969, -5.9156, -3.2780)  -0.090
H (-2.7369, -2.4213, -3.1992)  0.100
H (-1.7732, -3.8146, -2.6401)  0.098
H (-2.5931, -2.9206, -1.4709)  0.086
H (-4.8158, -3.4807, -1.9937)  0.046
H (-4.0678, -4.9393, -2.0033)  0.126
H (-3.8509, -5.0499, -4.4383)  0.138
H (-4.4112, -3.3333, -4.5643)  0.150
H (-6.7645, -3.2996, -2.7738)  0.089
H (-7.8911, -3.9326, -3.9942)  0.113
H (-6.6479, -2.7460, -4.4737)  0.127
H (-6.2776, -4.3321, -6.2091)  0.142
H (-5.2537, -5.6974, -5.8059)  0.132
H (-8.1927, -5.4424, -5.7226)  0.114
H (-7.3369, -6.8716, -6.2396)  0.121
H (-8.2361, -6.4846, -3.5602)  0.116
H (-7.1678, -7.7655, -3.9852)  0.121
H (-6.5880, -5.6427, -2.3016)  0.139
H (-5.2818, -6.4884, -3.1523)  0.137
C (-4.7065, -1.9070, -1.7030)  -0.152
C (-4.9520, -1.6106, -0.2254)  -0.159
C (-3.6785, -1.0448, 0.4093)  -0.117
N (-3.7004, -1.0290, 1.9103)  -0.232
C (-4.8536, -0.1723, 2.3587)  0.022
C (-2.4077, -0.4041, 2.4604)  -0.089
C (-2.3016, -0.9640, 3.8580)  -0.132
C (-2.8674, -2.4034, 3.7647)  -0.111
C (-3.7532, -2.4224, 2.5291)  -0.094
H (-4.3500, -0.9989, -2.1917)  0.114
H (-5.6278, -2.2147, -2.1965)  0.058
H (-3.9312, -2.6700, -1.8070)  -0.056
H (-5.1307, -2.5441, 0.3218)  0.109
H (-5.7957, -0.9490, -0.0472)  0.117
H (-3.5443, -0.0189, 0.0621)  0.139
H (-2.7566, -1.5893, 0.1849)  0.124
H (-4.6253, 0.0880, 3.3889)  0.114
H (-5.8145, -0.6879, 2.3452)  0.098
H (-4.9245, 0.7096, 1.7187)  0.096
H (-2.5312, 0.6847, 2.4581)  0.112
H (-1.6001, -0.7660, 1.8214)  0.116
H (-2.7958, -0.4146, 4.6567)  0.082
H (-1.2414, -1.0196, 4.1079)  0.120
H (-3.3701, -2.7694, 4.6585)  0.115
H (-2.0438, -3.1140, 3.6653)  0.111
H (-4.8080, -2.5475, 2.7656)  0.119
H (-3.4726, -3.1174, 1.7386)  0.090
C (1.5997, 3.4233, -2.2577)  -0.064
C (3.0151, 3.2265, -1.7917)  -0.227
C (3.7983, 4.5162, -1.5940)  -0.116
N (5.2490, 4.2192, -1.3142)  -0.258
C (5.9158, 3.4743, -2.4818)  0.056
C (6.0426, 5.5028, -1.1903)  -0.112
C (7.2122, 5.2016, -0.2619)  -0.154
C (6.9975, 3.8094, 0.3115)  -0.130
C (5.5499, 3.4462, -0.0326)  -0.092
H (1.5518, 3.9026, -3.2403)  0.092
H (0.9332, 3.8564, -1.5151)  0.066
H (1.2636, 2.4351, -2.5913)  0.069
H (3.5452, 2.6516, -2.5560)  0.097
H (3.0829, 2.6997, -0.8346)  0.108
H (3.4306, 4.9831, -0.6782)  0.116
H (3.7281, 5.1526, -2.4749)  0.146
H (5.6560, 2.4201, -2.4317)  0.090
H (6.9805, 3.6736, -2.4726)  0.107
H (5.4040, 3.9354, -3.3251)  0.113
H (6.1844, 6.0224, -2.1342)  0.140
H (5.3448, 6.1394, -0.6397)  0.131
H (8.2188, 5.3639, -0.6538)  0.114
H (7.1765, 6.0413, 0.4379)  0.115
H (7.6137, 3.0343, -0.1407)  0.121
H (7.1126, 3.7729, 1.3932)  0.112
H (5.3896, 2.3958, -0.2753)  0.102
H (4.8182, 3.8002, 0.6959)  0.133
N (-0.5589, 2.0325, 7.4341)  -0.245
S (-1.7309, 0.9353, 6.9535)  0.541
O (-1.3588, -0.4448, 6.8283)  -0.284
O (-2.7694, 1.3054, 6.0533)  -0.278
F (-2.5012, 1.0304, 8.3689)  -0.205
S (0.4785, 1.6298, 6.3718)  0.437
O (0.1332, 1.9484, 5.0106)  -0.283
O (1.3354, 0.4801, 6.5579)  -0.321
F (1.5913, 2.7707, 6.6796)  -0.229
C (-0.5723, -0.7323, -6.2652)  -0.043
C (0.0892, -0.5540, -4.8964)  -0.773
O (1.0376, 0.2554, -4.8412)  -0.065
O (-0.2934, -1.2709, -3.9264)  -0.128
H (-1.1625, 0.1537, -6.4971)  0.071
H (-1.1396, -1.6612, -6.3515)  0.046
H (0.2260, -0.8097, -7.0059)  0.062
C (-3.5568, 3.3333, 4.2450)  -0.048
C (-4.1690, 3.5126, 2.8698)  -0.745
O (-3.7957, 2.6177, 2.0297)  -0.148
O (-4.9551, 4.4370, 2.6403)  -0.031
H (-3.4008, 4.2514, 4.8176)  0.074
H (-2.5830, 2.8523, 4.2054)  0.037
H (-4.2798, 2.7549, 4.8235)  0.059
C (-1.5751, 4.7367, -3.6105)  -0.063
C (-2.9359, 5.4304, -3.8331)  -0.812
O (-3.3876, 5.3393, -5.0144)  -0.160
O (-3.5051, 5.9919, -2.8837)  -0.067
H (-1.3088, 4.4834, -2.5791)  0.040
H (-0.8256, 5.4693, -3.9245)  0.061
H (-1.5746, 3.8119, -4.1911)  0.035
C (3.8825, -0.2462, -2.4008)  -0.022
C (4.7197, -0.0561, -1.1326)  -0.773
O (5.9641, -0.1372, -1.2633)  -0.077
O (4.1096, 0.0888, -0.0282)  -0.112
H (2.8730, 0.0807, -2.1455)  0.062
H (3.9585, -1.2769, -2.7532)  0.073
H (4.1485, 0.3321, -3.2881)  0.073
C (0.9933, 5.6435, 0.8351)  -0.050
C (-0.5408, 5.8610, 0.7264)  -0.758
O (-1.2325, 4.8974, 0.2966)  -0.069
O (-0.9635, 6.9567, 1.1243)  -0.056
H (1.4202, 5.2803, -0.1059)  0.023
H (1.2174, 4.9991, 1.6869)  0.033
H (1.5029, 6.5941, 1.0242)  0.054
C (-1.1050, -4.4707, 0.7994)  -0.026
C (0.1815, -3.7459, 1.2134)  -0.777
O (1.0966, -4.4401, 1.7149)  -0.070
O (0.2423, -2.5263, 0.9275)  -0.083
H (-1.1097, -4.5579, -0.2944)  0.049
H (-1.9989, -3.9077, 1.0765)  0.027
H (-1.1756, -5.5021, 1.1470)  0.069

Its total energy is -4867.7176 a.u. The LUMO energy is 0.00500 Ha. As for the largest force on an atom: 5.97 eV/A. The calculation puts the HOMO energy at -2.63 eV. Its net charge is -1.

Below is a 8-piece molecular cluster, C54H109Cl2FN3O8 overall in a non-equilibrium geometry, with properties calculated with the ωB97M-V functional and the def2-TZVPD basis.

Each line ends with the Löwdin charge.
Geometry (Å):
C (3.6632, 3.0151, 0.7543)  -0.101
C (2.3133, 3.2606, 0.0938)  -0.256
C (1.9637, 2.1697, -0.9162)  -0.220
C (2.7677, 2.3195, -2.1964)  -0.201
C (2.5097, 1.2065, -3.1939)  -0.211
C (1.1546, 1.2664, -3.8725)  -0.181
C (1.0126, 0.0453, -4.7953)  -0.191
C (-0.3126, -0.6518, -4.5351)  -0.194
C (-0.2924, -1.3268, -3.1467)  -0.198
C (-1.4983, -0.8895, -2.3366)  -0.205
C (-1.6674, -1.5910, -0.9903)  -0.185
C (-0.4183, -1.4588, -0.0864)  -0.167
C (0.1022, -2.7976, 0.4904)  -0.145
C (0.0982, -2.8687, 2.0436)  -0.087
C (1.4604, -3.0440, 2.7312)  -0.160
N (2.2835, -4.0044, 1.9559)  0.037
F (2.8473, -4.9075, 2.8541)  0.076
C (3.3962, -3.4594, 1.1315)  0.025
C (3.5011, -1.9441, 0.9835)  -0.336
O (3.1397, -1.5922, -0.3272)  -0.119
C (4.1888, -1.7983, -1.2911)  -0.217
C (3.6218, -2.5401, -2.4941)  -0.054
N (2.6685, -1.1659, 1.8676)  0.101
C (2.2430, -1.7723, 3.1007)  -0.458
N (3.3444, -2.2138, 3.9778)  0.042
C (4.4904, -1.2885, 4.0970)  -0.196
C (5.8020, -1.8277, 3.5151)  -0.229
C (6.5986, -0.6799, 2.8980)  -0.094
C (1.3941, -0.7421, 3.9104)  -0.572
Cl (0.5607, 0.4855, 2.8879)  0.737
C (0.4164, -1.3671, 4.9421)  -0.698
C (-0.9884, -0.8073, 4.9941)  -0.164
Cl (1.1239, -1.0667, 6.5782)  0.689
H (3.7283, 1.9608, 1.0108)  0.049
H (3.7918, 3.6123, 1.6457)  0.070
H (4.4681, 3.2173, 0.0609)  0.066
H (1.5432, 3.3653, 0.8486)  0.095
H (2.3406, 4.2092, -0.4338)  0.104
H (0.8958, 2.2177, -1.1181)  0.108
H (2.1503, 1.2014, -0.4557)  0.092
H (2.5791, 3.2985, -2.6308)  0.105
H (3.8172, 2.3140, -1.9171)  0.104
H (2.6237, 0.2559, -2.6837)  0.082
H (3.2845, 1.2584, -3.9553)  0.121
H (1.0438, 2.1758, -4.4474)  0.104
H (0.4066, 1.2388, -3.0874)  0.095
H (1.8067, -0.6520, -4.5673)  0.086
H (1.0338, 0.3692, -5.8311)  0.105
H (-0.5302, -1.3955, -5.2918)  0.101
H (-1.0840, 0.1073, -4.5806)  0.106
H (-0.2921, -2.4121, -3.2077)  0.113
H (0.6316, -1.0409, -2.6543)  0.082
H (-2.3662, -1.1315, -2.9424)  0.118
H (-1.5174, 0.1858, -2.1873)  0.113
H (-1.9868, -2.6211, -1.1220)  0.104
H (-2.4852, -1.0915, -0.4867)  0.094
H (-0.6902, -0.7990, 0.7255)  0.069
H (0.3913, -1.0140, -0.6427)  0.083
H (-0.5483, -3.5777, 0.1154)  0.104
H (1.0743, -2.9901, 0.0409)  0.086
H (-0.4463, -2.0195, 2.4204)  0.079
H (-0.4833, -3.7460, 2.3118)  0.125
H (1.2786, -3.5415, 3.6712)  0.141
H (1.7022, -4.5993, 1.3595)  0.203
H (3.3040, -3.8801, 0.1421)  0.143
H (4.3107, -3.8592, 1.5377)  0.135
H (4.5451, -1.6598, 1.0895)  0.129
H (5.0224, -2.3680, -0.8888)  0.117
H (4.5384, -0.8170, -1.5925)  0.117
H (4.3150, -3.3372, -2.7459)  0.080
H (3.5498, -1.9197, -3.3704)  0.064
H (2.6856, -3.0228, -2.2614)  0.062
H (3.0487, -0.2359, 1.9816)  0.107
H (2.9998, -2.3817, 4.9174)  0.097
H (4.6779, -1.1731, 5.1571)  0.124
H (4.2930, -0.2840, 3.7304)  0.109
H (5.6155, -2.6206, 2.8022)  0.080
H (6.3925, -2.2280, 4.3268)  0.107
H (7.6069, -0.9764, 2.6459)  0.076
H (6.0871, -0.3021, 2.0164)  0.061
H (6.6271, 0.1315, 3.6170)  0.080
H (2.0916, -0.1452, 4.4683)  0.064
H (0.3064, -2.4399, 4.8737)  0.085
H (-0.9975, 0.2335, 5.2769)  0.074
H (-1.5398, -1.0083, 4.0873)  0.067
H (-1.4899, -1.3568, 5.7823)  0.079
C (2.2518, -5.5621, -6.0581)  -0.162
C (1.5859, -6.5756, -5.1328)  -0.165
C (1.7770, -5.9229, -3.7719)  -0.208
O (1.7721, -4.5092, -3.9922)  -0.182
C (1.8729, -4.2444, -5.3989)  -0.196
H (1.9191, -5.6266, -7.0921)  0.116
H (3.3359, -5.6953, -6.0399)  0.116
H (0.5222, -6.6527, -5.3668)  0.117
H (2.0188, -7.5728, -5.1878)  0.114
H (2.7428, -6.2009, -3.3315)  0.115
H (0.9859, -6.1796, -3.0647)  0.114
H (0.9005, -3.8881, -5.7519)  0.118
H (2.6099, -3.4578, -5.5648)  0.116
C (-0.3986, 2.1760, -8.8933)  -0.163
C (-0.9684, 0.9823, -9.6542)  -0.167
C (-1.3980, 0.0657, -8.5166)  -0.213
O (-1.7676, 0.9142, -7.4281)  -0.154
C (-1.3366, 2.2571, -7.7009)  -0.189
H (-0.3738, 3.0977, -9.4713)  0.114
H (0.6184, 1.9550, -8.5588)  0.111
H (-1.8387, 1.2917, -10.2369)  0.115
H (-0.2566, 0.5111, -10.3306)  0.111
H (-0.5697, -0.5760, -8.1903)  0.109
H (-2.2445, -0.5701, -8.7797)  0.115
H (-2.2193, 2.8602, -7.9319)  0.105
H (-0.8558, 2.6720, -6.8139)  0.111
C (1.9595, 6.3421, -4.2450)  -0.170
C (2.4280, 6.9554, -5.5616)  -0.167
C (2.3102, 5.7721, -6.5136)  -0.201
O (1.2295, 4.9692, -6.0291)  -0.150
C (0.8590, 5.4047, -4.7202)  -0.210
H (1.6085, 7.0723, -3.5175)  0.113
H (2.7725, 5.7704, -3.7894)  0.105
H (1.7460, 7.7525, -5.8653)  0.114
H (3.4351, 7.3670, -5.5220)  0.112
H (3.2221, 5.1649, -6.5071)  0.116
H (2.1021, 6.0721, -7.5407)  0.117
H (-0.1027, 5.9245, -4.7897)  0.119
H (0.7357, 4.5340, -4.0732)  0.097
C (-6.4851, -3.1254, 0.9134)  -0.169
C (-7.0621, -3.1401, -0.4986)  -0.167
C (-6.2336, -2.0621, -1.1823)  -0.195
O (-4.9492, -2.0738, -0.5463)  -0.161
C (-5.0104, -2.8657, 0.6401)  -0.219
H (-6.6566, -4.0462, 1.4687)  0.112
H (-6.9135, -2.2986, 1.4838)  0.115
H (-6.8791, -4.1099, -0.9666)  0.115
H (-8.1311, -2.9403, -0.5390)  0.114
H (-6.6773, -1.0712, -1.0437)  0.119
H (-6.1067, -2.2375, -2.2505)  0.118
H (-4.4703, -3.8032, 0.4584)  0.114
H (-4.5154, -2.3326, 1.4546)  0.111
C (-4.3239, 7.5251, -8.2868)  -0.171
C (-4.8071, 6.5077, -7.2601)  -0.172
C (-4.2022, 5.2167, -7.7932)  -0.211
O (-2.9843, 5.5798, -8.4551)  -0.153
C (-2.9319, 7.0016, -8.6076)  -0.206
H (-4.3160, 8.5504, -7.9206)  0.112
H (-4.9550, 7.4862, -9.1774)  0.114
H (-4.3885, 6.7412, -6.2784)  0.113
H (-5.8906, 6.4587, -7.1646)  0.112
H (-4.8604, 4.7411, -8.5280)  0.119
H (-3.9846, 4.4955, -7.0043)  0.111
H (-2.1871, 7.3959, -7.9073)  0.115
H (-2.6135, 7.2417, -9.6223)  0.116
C (-0.2305, -0.3674, 10.4156)  -0.170
C (-0.7700, -1.5958, 9.6897)  -0.191
C (-0.8516, -2.6143, 10.8190)  -0.207
O (-1.1146, -1.8750, 12.0111)  -0.139
C (-0.9283, -0.4771, 11.7639)  -0.202
H (-0.4391, 0.5731, 9.9076)  0.112
H (0.8516, -0.4539, 10.5422)  0.114
H (-1.7696, -1.3880, 9.2986)  0.114
H (-0.1445, -1.9285, 8.8637)  0.052
H (0.0994, -3.1445, 10.9441)  0.117
H (-1.6410, -3.3523, 10.6703)  0.116
H (-1.9128, 0.0019, 11.7417)  0.110
H (-0.3495, -0.0388, 12.5769)  0.121
C (-5.0017, 0.6615, 14.7357)  -0.168
C (-5.7618, 0.7148, 13.4138)  -0.171
C (-5.1169, 1.9149, 12.7335)  -0.208
O (-3.7637, 1.9628, 13.1936)  -0.150
C (-3.6023, 1.0720, 14.3019)  -0.206
H (-5.0255, -0.3140, 15.2181)  0.113
H (-5.4111, 1.3965, 15.4321)  0.114
H (-5.5700, -0.1929, 12.8367)  0.112
H (-6.8390, 0.8227, 13.5295)  0.111
H (-5.6126, 2.8483, 13.0204)  0.117
H (-5.1241, 1.8405, 11.6452)  0.113
H (-3.0235, 0.2052, 13.9643)  0.106
H (-3.0443, 1.5743, 15.0925)  0.118

Its total energy is -3908.9175 a.u. The LUMO energy is -0.09465 Ha. As for the largest force on an atom: 1.75 eV/A. The calculation puts the HOMO energy at -10.39 eV. Its net charge is +1.